1.
This record from the OMol25 dataset describes a 7-piece molecular cluster, C12H35O14 overall in a non-equilibrium geometry. The level of theory is wB97M-V/def2-TZVPD.

XYZ file:
```
61
C12H35O14, DFT wB97M-V/def2-TZVPD
O -1.485 2.323 0.076
C -1.535 0.991 0.065
O -0.727 0.356 -0.687
O -2.243 0.393 0.862
H -1.076 2.501 -0.774
C 1.270 -4.605 -2.595
O 0.145 -3.829 -2.874
H 1.932 -4.223 -3.372
H 1.809 -4.505 -1.653
H 1.114 -5.637 -2.909
H 0.239 -3.012 -2.379
C 4.985 -0.216 -0.722
C 6.337 0.174 -0.112
O 6.317 1.436 0.508
O 3.910 -0.233 0.285
H 5.028 -1.113 -1.340
H 4.749 0.652 -1.337
H 7.282 -0.008 -0.623
H 6.490 -0.448 0.770
H 5.798 1.313 1.306
H 3.093 -0.142 -0.212
C -1.247 -4.316 3.161
C -1.826 -3.835 4.547
O -2.854 -2.992 4.334
O -0.456 -3.343 2.442
H -2.070 -4.697 2.557
H -0.581 -5.167 3.304
H -1.160 -3.339 5.253
H -2.381 -4.667 4.980
H -2.714 -2.646 3.449
H -1.046 -2.808 1.906
C -6.674 -4.156 -1.919
C -5.321 -4.224 -1.103
O -4.415 -5.151 -1.666
O -6.578 -4.339 -3.324
H -7.122 -3.171 -1.793
H -7.350 -4.836 -1.400
H -5.436 -4.351 -0.027
H -4.798 -3.271 -1.022
H -3.567 -4.739 -1.846
H -5.711 -3.990 -3.546
C -2.910 5.727 2.961
C -2.857 4.914 4.270
O -2.357 3.581 4.044
O -1.629 5.803 2.327
H -3.212 6.764 3.111
H -3.576 5.352 2.183
H -3.791 4.765 4.812
H -2.216 5.364 5.027
H -2.685 3.176 3.238
H -1.278 4.910 2.288
C 5.341 5.351 -3.493
C 4.159 4.582 -4.041
O 3.287 4.271 -2.957
O 6.266 4.690 -2.723
H 5.024 6.208 -2.898
H 5.921 5.804 -4.298
H 4.451 3.609 -4.437
H 3.447 5.077 -4.701
H 2.651 3.644 -3.310
H 5.840 4.275 -1.970
```

The value obtained for the total energy is -41673.11656 eV. The total charge is -1. The value obtained for the frontier orbital gap is 6.8 eV. The calculation puts the energy above the lowest of the compared OMol25 structures with the same formula, charge and spin at 0.0000 eV. Its spin multiplicity is 1.

=====

2.
This record from the OMol25 dataset describes a 7-piece molecular cluster, C51H119N11O7P2 overall in a non-equilibrium geometry. The level of theory is wB97M-V/def2-TZVPD.

XYZ file:
```
190
C51H119N11O7P2, DFT wB97M-V/def2-TZVPD
C 0.176 -0.502 -1.713
O 0.954 -0.473 -0.765
N 0.250 0.372 -2.773
C -0.563 0.019 -4.004
C 1.325 1.378 -2.986
H -0.610 -1.269 -1.794
H -1.527 0.517 -3.902
H -0.975 -0.985 -4.101
H -0.125 0.297 -4.963
H 1.911 1.579 -2.089
H 1.975 0.996 -3.774
H 0.907 2.349 -3.252
O 0.012 -9.747 -2.089
P 0.082 -9.479 -0.603
N 0.732 -10.817 0.215
C 0.175 -11.238 1.533
C 1.630 -11.811 -0.319
N -1.402 -9.268 0.213
C -1.983 -7.904 0.238
C -2.392 -10.319 -0.281
N 0.979 -8.099 -0.238
C 1.278 -7.663 1.144
C 1.723 -7.367 -1.253
H 0.306 -10.365 2.172
H 0.730 -11.991 2.092
H -0.892 -11.454 1.493
H 1.555 -11.681 -1.398
H 1.376 -12.816 0.019
H 2.624 -11.718 0.119
H -1.319 -7.127 0.615
H -2.241 -7.712 -0.803
H -2.923 -7.887 0.791
H -1.941 -11.272 -0.557
H -3.253 -10.322 0.387
H -2.699 -10.063 -1.295
H 0.832 -6.672 1.239
H 0.916 -8.361 1.899
H 2.346 -7.557 1.331
H 2.297 -8.015 -1.916
H 2.232 -6.468 -0.907
H 1.030 -6.941 -1.978
O 5.967 1.768 5.981
P 6.894 0.596 6.044
N 7.489 -0.233 4.647
C 6.662 -0.029 3.502
C 8.433 -1.489 4.627
N 6.233 -0.590 7.024
C 5.268 -1.534 6.297
C 5.790 -0.323 8.369
N 8.488 1.031 6.688
C 8.647 2.439 7.124
C 9.486 0.095 7.389
H 6.084 0.878 3.682
H 5.984 -0.868 3.340
H 7.403 0.345 2.795
H 9.405 -1.172 5.005
H 8.630 -1.878 3.628
H 8.035 -2.249 5.299
H 5.842 -2.065 5.538
H 4.684 -2.216 6.916
H 4.591 -0.921 5.703
H 4.700 -0.353 8.366
H 6.308 -1.019 9.028
H 6.066 0.639 8.802
H 8.122 3.130 6.465
H 8.258 2.556 8.136
H 9.691 2.741 7.047
H 9.668 0.559 8.358
H 10.415 0.111 6.817
H 9.005 -0.864 7.580
C -13.017 -1.977 -3.041
C -12.029 -2.249 -1.866
C -12.027 -3.759 -1.427
C -11.372 -4.694 -2.430
C -9.975 -4.252 -2.708
C -9.787 -2.814 -3.040
N -10.636 -1.890 -2.213
O -10.419 -0.544 -2.654
C -8.301 -2.440 -2.811
C -10.070 -2.713 -4.521
C -12.540 -1.459 -0.569
H -14.045 -2.252 -2.808
H -12.756 -2.494 -3.964
H -12.967 -0.888 -3.056
H -11.713 -3.816 -0.385
H -13.067 -4.083 -1.411
H -12.127 -4.701 -3.215
H -11.260 -5.727 -2.103
H -9.637 -4.897 -3.519
H -9.343 -4.584 -1.884
H -7.631 -3.060 -3.407
H -8.001 -1.393 -2.860
H -8.054 -2.782 -1.806
H -10.561 -1.743 -4.601
H -9.279 -2.858 -5.257
H -10.790 -3.436 -4.905
H -12.158 -1.859 0.370
H -13.630 -1.463 -0.597
H -12.198 -0.433 -0.705
H -9.976 -0.123 -1.913
C 9.324 3.212 -6.992
C 9.022 4.075 -8.247
C 8.145 5.273 -7.696
C 8.266 6.527 -8.532
C 9.651 6.767 -9.077
C 10.426 5.612 -9.766
N 10.331 4.520 -8.791
O 11.225 3.512 -9.195
C 9.744 5.214 -11.100
C 11.923 6.018 -10.059
C 8.287 3.205 -9.300
H 8.363 2.878 -6.601
H 9.897 2.305 -7.182
H 9.850 3.847 -6.279
H 7.081 5.036 -7.689
H 8.258 5.445 -6.626
H 7.750 6.214 -9.439
H 7.916 7.448 -8.067
H 10.401 7.147 -8.383
H 9.690 7.481 -9.899
H 9.742 5.957 -11.898
H 8.688 4.984 -10.955
H 10.038 4.270 -11.558
H 12.559 5.158 -10.271
H 12.345 6.415 -9.136
H 12.031 6.794 -10.817
H 7.404 3.734 -9.657
H 9.020 2.959 -10.068
H 7.746 2.314 -8.979
H 12.079 3.730 -8.814
C -7.477 -2.716 7.590
C -6.064 -3.309 7.494
C -5.664 -3.497 5.979
C -5.288 -2.166 5.232
C -4.126 -1.478 6.047
C -4.608 -1.121 7.520
N -5.109 -2.301 8.099
O -5.056 -2.227 9.511
C -3.285 -0.642 8.159
C -5.631 -0.038 7.432
C -5.844 -4.743 8.087
H -8.194 -3.512 7.793
H -7.948 -2.291 6.704
H -7.560 -1.960 8.370
H -4.736 -4.068 5.980
H -6.377 -4.049 5.365
H -6.208 -1.626 5.007
H -4.892 -2.634 4.331
H -4.063 -0.529 5.516
H -3.182 -2.018 5.964
H -2.716 -0.014 7.473
H -3.462 -0.081 9.076
H -2.622 -1.486 8.349
H -6.147 0.023 8.391
H -5.320 0.973 7.170
H -6.447 -0.323 6.767
H -6.220 -4.658 9.106
H -4.836 -5.147 7.994
H -6.610 -5.305 7.552
H -4.226 -2.619 9.795
C 2.106 8.415 -0.083
C 0.715 9.140 -0.253
C 0.787 9.648 -1.679
C -0.595 9.963 -2.232
C -1.520 8.752 -2.173
C -1.791 8.392 -0.619
N -0.408 8.240 0.040
O -0.474 7.941 1.374
C -2.707 9.429 0.082
C -2.489 7.019 -0.621
C 0.680 10.413 0.644
H 2.833 9.183 -0.345
H 2.337 7.668 -0.843
H 2.281 8.053 0.930
H 1.370 10.542 -1.901
H 1.168 8.812 -2.265
H -0.310 10.244 -3.246
H -1.012 10.884 -1.825
H -1.025 7.896 -2.632
H -2.449 8.982 -2.696
H -3.765 9.176 0.003
H -2.384 9.429 1.123
H -2.475 10.444 -0.240
H -3.570 7.012 -0.761
H -2.078 6.302 -1.331
H -2.370 6.587 0.373
H 0.589 10.119 1.690
H -0.233 10.943 0.373
H 1.490 11.050 0.290
H -0.379 6.986 1.406
```

The value obtained for the total energy is -104108.98378 eV. The value obtained for the frontier orbital gap is 8.3 eV. The calculation puts the energy above the lowest of the compared OMol25 structures with the same formula, charge and spin at 6.8417 eV. Its spin multiplicity is 1. Its SMILES is CN(C)P(=O)(N(C)C)N(C)C.CN(C)P(=O)(N(C)C)N(C)C.CC1(C)CCCC(C)(C)N1O.CC1(C)CCCC(C)(C)N1O.CC1(C)CCCC(C)(C)N1O.CC1(C)CCCC(C)(C)N1O.CN(C)C=O.

=====

3.
This record from the OMol25 dataset describes an isolated molecule of C14H19N3 in a non-equilibrium geometry. The level of theory is wB97M-V/def2-TZVPD.

XYZ file:
```
36
C14H19N3, DFT wB97M-V/def2-TZVPD
N 0.371 1.046 1.122
C 0.707 0.589 -0.030
C -1.202 1.601 -1.203
C -1.575 2.204 -0.005
C 1.386 -4.496 0.571
C 0.229 -3.742 0.382
C 2.631 -3.881 0.280
C 0.351 -2.355 0.167
C 2.733 -2.525 -0.016
C 1.574 -1.710 -0.016
N 1.752 -0.261 -0.115
N -0.030 0.806 -1.183
C -2.094 1.644 -2.461
C 0.637 0.497 -2.513
C -0.564 3.176 1.956
C -1.829 1.089 2.259
C -0.876 1.882 1.299
H -2.358 2.898 0.035
H 1.434 -5.598 0.806
H -0.686 -4.262 0.586
H 3.576 -4.382 0.422
H -0.442 -1.733 0.325
H 3.735 -2.040 -0.078
H 2.532 0.170 0.323
H -2.894 2.331 -2.053
H -1.561 2.073 -3.296
H -2.494 0.652 -2.642
H 1.730 0.384 -2.461
H 0.026 -0.333 -2.999
H 0.500 1.311 -3.172
H 0.060 2.861 2.759
H 0.034 3.784 1.364
H -1.353 3.730 2.341
H -2.425 0.400 1.547
H -2.499 1.746 2.831
H -1.120 0.446 2.866
```

The value obtained for the total energy is -19294.61641 eV. The value obtained for the frontier orbital gap is 8.4 eV. The calculation puts the energy above the lowest of the compared OMol25 structures with the same formula, charge and spin at 2.4878 eV. Its spin multiplicity is 1. Its SMILES is CC1=CC(C)(C)N=C(Nc2ccccc2)N1C.

=====

4.
This record from the OMol25 dataset describes C4H13N2O as an isolated structure in a non-equilibrium geometry. The level of theory is wB97M-V/def2-TZVPD.

XYZ file:
```
20
C4H13N2O, DFT wB97M-V/def2-TZVPD
C 0.208 -1.854 -0.722
C 1.684 1.502 0.318
C -1.857 0.910 -0.433
C 0.527 -0.623 0.159
N 1.059 0.440 -0.477
N -1.285 -0.002 0.575
O 1.039 -0.821 1.430
H -0.739 -1.683 -1.327
H 0.030 -2.681 -0.120
H 1.078 -1.897 -1.407
H 1.867 2.319 -0.309
H 1.137 1.528 1.248
H 2.669 1.113 0.543
H -1.655 0.526 -1.426
H -2.852 0.851 -0.358
H -1.347 1.791 -0.180
H 0.586 0.816 -1.237
H -1.333 0.316 1.461
H -1.789 -0.866 0.622
H 0.974 -1.685 1.640
```

The value obtained for the total energy is -9378.72638 eV. The total charge is +1. The value obtained for the frontier orbital gap is 11.1 eV. The calculation puts the energy above the lowest of the compared OMol25 structures with the same formula, charge and spin at 2.8574 eV. Its spin multiplicity is 1.

=====

5.
This record from the OMol25 dataset describes a 3-piece molecular cluster, C22H51N2O3P2 overall in a non-equilibrium geometry. The level of theory is wB97M-V/def2-TZVPD.

XYZ file:
```
80
C22H51N2O3P2, DFT wB97M-V/def2-TZVPD
C 4.859 -3.595 4.200
C 4.468 -2.600 3.614
P 4.009 -0.856 2.959
C 2.325 -1.452 2.300
N 2.320 -2.175 1.020
O 4.845 -0.976 1.448
C 4.662 0.227 0.719
C 4.331 1.441 1.678
C 3.431 2.529 1.059
C 2.784 3.441 2.129
C 1.475 2.910 2.751
C 0.365 2.522 1.735
O -0.132 1.227 2.100
C -1.514 1.191 2.406
P 6.045 2.049 2.218
N 6.046 2.447 3.754
O 3.671 0.875 2.767
H 5.110 -4.326 4.943
H 3.303 -0.706 4.226
H 5.266 -0.423 3.525
H 1.958 -2.164 3.061
H 1.601 -0.621 2.292
H 2.984 -2.937 1.019
H 2.445 -1.563 0.227
H 3.892 0.051 -0.065
H 5.597 0.344 0.131
H 4.110 3.175 0.461
H 2.731 2.084 0.337
H 2.681 4.465 1.732
H 3.516 3.513 2.956
H 1.063 3.736 3.364
H 1.650 2.073 3.435
H 0.739 2.441 0.698
H -0.390 3.324 1.724
H -2.052 2.144 2.285
H -1.612 0.871 3.461
H -2.071 0.437 1.817
H 6.387 3.174 1.402
H 7.024 1.052 1.966
H 6.731 1.894 4.261
C -5.532 -0.018 1.152
C -4.835 -1.370 1.262
C -3.936 -1.686 0.068
C -4.656 -1.788 -1.279
C -5.776 -2.825 -1.342
C -5.290 -4.253 -1.114
H -6.197 0.026 0.287
H -6.136 0.174 2.041
H -4.800 0.789 1.063
H -5.583 -2.158 1.396
H -4.221 -1.375 2.167
H -3.400 -2.618 0.266
H -3.166 -0.911 -0.011
H -3.911 -2.021 -2.048
H -5.067 -0.809 -1.547
H -6.244 -2.769 -2.330
H -6.561 -2.585 -0.619
H -4.536 -4.529 -1.854
H -6.120 -4.957 -1.201
H -4.856 -4.378 -0.121
C -0.949 1.203 -6.534
C 0.093 0.887 -5.466
C -0.175 -0.424 -4.728
C -1.487 -0.468 -3.942
C -1.646 0.626 -2.888
C -0.595 0.557 -1.785
H -1.944 1.327 -6.103
H -0.696 2.131 -7.050
H -0.995 0.406 -7.280
H 0.155 1.716 -4.756
H 1.075 0.820 -5.943
H 0.660 -0.627 -4.052
H -0.179 -1.246 -5.453
H -1.564 -1.445 -3.454
H -2.331 -0.414 -4.638
H -2.634 0.525 -2.428
H -1.626 1.615 -3.356
H -0.629 -0.407 -1.274
H -0.771 1.335 -1.039
H 0.413 0.701 -2.179
```

The value obtained for the total energy is -51337.97736 eV. The total charge is -1. The value obtained for the frontier orbital gap is 6.3 eV. Its spin multiplicity is 1.

=====

6.
This record from the OMol25 dataset describes a 11-piece molecular cluster, C5H30NO11 overall in a non-equilibrium geometry. The level of theory is wB97M-V/def2-TZVPD.

XYZ file:
```
47
C5H30NO11, DFT wB97M-V/def2-TZVPD
C 2.578 -0.184 0.134
O 3.019 1.159 -0.249
C 2.528 -1.154 -1.099
C 2.178 -2.567 -0.537
C 0.844 -2.440 0.080
C 0.565 -3.221 1.167
N -0.714 -3.330 1.675
H 3.098 -0.458 1.040
H 1.524 -0.065 0.392
H 1.665 -0.843 -1.719
H 3.413 -1.162 -1.768
H 2.955 -2.955 0.145
H 2.154 -3.180 -1.451
H -0.055 -1.992 -0.390
H 1.412 -3.572 1.829
H -1.419 -2.755 1.192
H -0.781 -3.194 2.668
H -2.111 2.776 -2.110
H -0.832 3.357 -2.842
O -1.600 2.788 -2.967
H -3.057 2.615 -0.488
H -3.523 0.531 0.891
O -2.840 1.100 0.551
H -0.210 -0.515 -3.844
H 0.641 -0.782 -2.584
O 0.449 -1.128 -3.477
H -2.627 -0.463 1.344
H -3.085 -0.903 2.656
O -2.940 -1.283 1.784
H -1.965 3.665 0.007
H -1.642 0.796 1.217
O -2.630 3.452 -0.672
H 3.883 1.070 -0.724
H -0.301 -0.156 0.887
O -0.633 0.414 1.563
H 1.829 2.450 1.238
H 0.806 1.936 1.950
O 1.293 2.780 1.972
H 0.149 1.426 -2.189
H 1.460 1.864 -1.363
O 1.047 1.794 -2.249
H -0.914 0.625 4.397
H -0.412 -0.077 3.065
O -0.678 -0.220 4.017
H -1.592 1.124 -2.345
H -1.564 0.590 -0.945
O -1.361 0.286 -1.850
```

The value obtained for the total energy is -29685.30795 eV. The total charge is -1. The value obtained for the frontier orbital gap is 8.1 eV. The calculation puts the energy above the lowest of the compared OMol25 structures with the same formula, charge and spin at 2.2592 eV. Its spin multiplicity is 1.

=====

7.
This record from the OMol25 dataset describes an isolated molecule of C6H11N in a non-equilibrium geometry. The level of theory is wB97M-V/def2-TZVPD.

XYZ file:
```
18
C6H11N, DFT wB97M-V/def2-TZVPD
C -2.224 -1.008 -0.108
C -1.065 -0.704 1.002
N 2.472 -0.621 -0.377
C 1.316 -0.640 0.417
C 0.059 -0.055 0.202
C 0.006 1.315 -0.181
C 0.744 2.070 -1.018
H -2.511 0.119 -0.392
H -1.794 -1.434 -1.015
H -3.093 -1.661 0.323
H -1.470 0.044 1.708
H -0.757 -1.599 1.471
H 3.148 -1.206 -0.065
H 2.210 -0.038 -1.260
H 1.224 -1.256 1.329
H -0.813 1.861 0.359
H 1.720 1.630 -1.407
H 0.828 3.183 -0.988
```

The value obtained for the total energy is -7887.27034 eV. The value obtained for the frontier orbital gap is 8.2 eV. The calculation puts the energy above the lowest of the compared OMol25 structures with the same formula, charge and spin at 3.2610 eV. Its spin multiplicity is 1. Its SMILES is C=C/C(=C\N)CC.

=====

8.
This record from the OMol25 dataset describes an isolated ion of composition C5H10FO and charge +1 in a non-equilibrium geometry. The level of theory is wB97M-V/def2-TZVPD.

XYZ file:
```
17
C5H10FO, DFT wB97M-V/def2-TZVPD
C -0.196 0.287 -0.905
C 0.004 -0.824 -1.922
C 0.562 1.542 1.033
C -1.040 -1.911 0.091
C 0.890 1.228 -0.421
O -0.002 -1.126 -0.593
F 1.451 -0.984 -2.351
H -1.123 0.776 -0.752
H -0.536 -1.236 -2.730
H 1.379 2.027 1.546
H 0.233 0.636 1.689
H -0.317 2.185 0.905
H -2.073 -1.745 -0.200
H -0.687 -2.868 -0.091
H -0.927 -1.543 1.161
H 1.908 0.716 -0.596
H 0.921 2.275 -1.019
```

The value obtained for the total energy is -10101.07622 eV. The total charge is +1. The value obtained for the frontier orbital gap is 13.2 eV. The calculation puts the energy above the lowest of the compared OMol25 structures with the same formula, charge and spin at 2.2314 eV. Its spin multiplicity is 1.

=====

E_LUMO: 2.39, 0.39, 0.80, -2.95, 2.38, 2.83, 0.92, -3.02 (eV)